Below is C43H58AsClLiN4O3S2Si as an isolated structure at a distorted geometry, with properties calculated with wB97M-V/def2-TZVPD.

orbital gap: 3.750 eV
relative energy (zero: lowest compared OMol25 entry of this formula, charge and spin): 24.1 kcal/mol
largest force on an atom: 2.96 eV Å⁻¹
charge: -1

```
114
Properties=species:S:1:pos:R:3:forces:R:3:mulliken_charge:R:1
Li -2.270807 6.624587 18.429032 0.072 -0.159 -0.262 1.407
S -5.805206 10.572983 24.315529 -0.222 -0.845 -0.463 0.080
N -4.469203 10.813396 23.427585 -0.514 0.237 0.455 -0.695
C -4.357708 9.780573 22.621032 0.294 0.556 0.168 1.043
C -3.335814 9.670669 21.624903 -0.007 -1.658 -0.898 0.445
C -2.321646 10.600279 21.457406 0.026 0.927 0.819 -1.065
C -1.296660 10.322870 20.577189 -1.551 -0.742 -0.245 -1.018
C -1.465724 9.174951 19.785787 2.698 -0.536 -1.094 -0.448
N -2.406006 8.262941 19.931985 0.036 0.146 -0.643 0.417
C -3.344578 8.478923 20.837381 0.451 1.071 0.964 -0.177
C -4.323943 7.417783 21.051366 -0.508 0.650 0.514 -0.163
N -4.195917 6.301225 20.372880 0.285 -0.781 -0.292 0.690
C -5.100749 5.344464 20.545587 -0.437 0.586 -0.300 -0.098
C -6.287517 5.538442 21.257411 0.380 1.116 0.361 -1.510
C -6.411208 6.725152 21.992925 -0.276 -1.654 -0.008 -0.876
C -5.361569 7.619259 21.967023 -0.245 0.017 -0.189 0.236
C -5.343892 8.788820 22.790007 -1.465 0.837 0.652 0.791
N -6.290198 9.119180 23.687601 1.308 0.539 -0.058 -0.717
H -2.406069 11.515290 22.089762 0.450 -0.775 -0.603 0.420
H -0.451473 10.947786 20.455748 0.617 0.525 -0.198 0.663
H -0.662075 8.858802 19.011962 -1.455 0.632 1.102 -0.050
H -4.904900 4.452528 19.997033 -0.011 -0.568 -0.337 0.389
H -7.078743 4.815414 21.204058 -0.118 -0.265 0.150 0.512
H -7.260621 6.896864 22.653287 0.142 0.057 -0.262 0.480
C -4.795232 1.311453 18.017901 1.150 -0.499 0.027 -1.509
As -3.199956 2.477977 18.292369 -0.001 -0.322 -0.730 1.232
C -2.901827 2.616895 16.350625 1.031 0.339 0.473 -1.134
C -1.853784 1.026544 18.470703 -0.492 0.397 0.313 -1.238
H -4.537828 0.669510 17.164096 -0.156 -0.129 0.410 0.440
H -5.651029 1.881024 17.747704 -0.651 0.746 -0.112 0.323
H -5.008968 0.729015 18.908941 -0.061 -0.206 0.073 0.361
H -3.706653 2.153438 15.849661 -0.808 -0.841 -0.603 0.664
H -1.922903 2.183612 16.055600 -0.685 0.345 0.187 0.342
H -2.967264 3.646480 16.083128 0.361 0.827 -0.330 -0.246
H -2.115767 0.146319 17.868592 0.198 0.191 0.190 0.448
H -1.962486 0.841885 19.546464 0.755 -0.518 -0.203 0.335
H -0.873907 1.461552 18.186282 -0.504 -0.395 0.396 0.261
O -0.848424 4.972501 20.351809 -0.327 0.593 0.263 -0.402
S -0.654057 5.884571 21.522083 -0.089 -1.641 0.140 1.053
C -2.014588 5.384776 22.758381 0.631 -0.248 -0.391 -0.269
C -2.103764 3.887197 22.978675 -0.316 0.644 0.286 0.156
C -1.703679 3.277640 24.181814 0.023 0.376 -0.690 -0.219
C -1.919787 1.933660 24.387180 0.056 -0.675 -0.540 -0.714
C -2.560651 1.144545 23.408362 0.469 0.907 0.459 -0.740
C -2.926479 1.746763 22.215139 0.547 0.239 0.796 -0.751
C -2.697211 3.097713 21.999746 -0.008 -0.294 0.981 1.049
C 0.820947 5.169779 22.455977 -0.734 -0.422 -0.676 -1.446
C 1.634844 4.113287 21.667619 -0.161 0.687 1.060 0.176
C 1.120723 2.838975 21.409805 -1.028 -0.124 0.113 0.541
C 1.858287 1.903746 20.672921 -0.150 0.823 0.752 -0.752
C 3.153209 2.224234 20.289567 0.500 0.038 -0.865 -0.387
C 3.701073 3.479993 20.553990 -0.695 0.505 0.807 -0.664
C 2.946276 4.413670 21.280344 0.005 0.559 -0.450 -0.002
H -2.859578 5.751342 22.184571 -0.206 -0.150 0.164 -0.956
H -1.945980 5.968143 23.688730 0.266 -0.158 -0.285 0.661
H -1.201522 3.843089 24.956375 -0.032 0.174 -0.006 0.397
H -1.477885 1.501057 25.272625 -0.342 -0.257 0.195 0.365
H -2.772219 0.107004 23.590100 0.082 -0.293 0.023 0.434
H -3.363674 1.178150 21.439165 -0.564 -0.549 -0.660 0.531
H -3.082692 3.517559 21.113022 -0.008 0.595 -0.970 -0.374
H 0.386432 4.822285 23.400919 0.437 -0.183 -0.228 0.437
H 1.312469 6.112943 22.609564 1.005 0.070 0.318 0.626
H 0.087289 2.585366 21.771281 1.116 0.293 -0.534 -0.050
H 1.392081 0.962763 20.425122 0.136 -0.156 -0.051 0.443
H 3.724215 1.533792 19.661458 -0.184 0.107 0.312 0.325
H 4.675965 3.809315 20.211279 -0.003 -0.419 -0.076 0.370
H 3.345832 5.442883 21.463564 -0.336 -1.058 -0.151 0.189
C -1.177707 9.043695 15.393492 0.818 -0.546 1.323 -1.583
C -0.262651 7.805568 15.266066 1.514 0.240 -1.054 2.835
C 0.927569 8.228768 14.337332 -0.106 0.040 1.681 -1.922
C -1.063961 6.742175 14.553495 0.199 -0.691 -1.379 -2.231
Si 0.326413 7.124627 17.006035 -1.496 0.145 1.198 -0.461
C 1.786673 8.226430 17.705829 -0.370 1.268 -0.185 2.545
C 1.556435 9.796858 17.519875 0.751 -1.565 1.013 -2.038
C 1.997314 7.973329 19.214600 0.726 0.592 -0.020 -1.758
C 3.100447 7.928064 17.026299 0.549 0.247 0.772 -2.054
C 1.079011 5.335801 16.802328 0.526 -0.589 -0.427 4.093
C 2.041376 4.995143 15.665092 -0.425 0.988 -1.902 -1.977
C -0.132009 4.376870 16.691033 -0.195 1.024 -0.463 -2.276
C 1.880175 4.939270 18.040037 0.803 -0.623 0.291 -2.381
H -1.284420 9.542300 14.447961 -0.127 0.270 -0.687 0.486
H -0.715412 9.749813 16.111403 -0.529 -0.141 -0.302 0.213
H -2.155019 8.714035 15.748126 -0.057 0.227 0.167 0.186
H 0.531847 8.503941 13.398260 -0.490 0.409 -1.441 0.707
H 1.683360 7.451456 14.167654 -0.128 0.166 0.268 0.145
H 1.368796 9.137630 14.781802 0.254 -0.453 -0.390 0.347
H -1.559601 7.113765 13.616488 0.418 -0.010 0.554 0.467
H -1.838450 6.420095 15.204493 -0.985 -0.398 0.543 0.346
H -0.500445 5.820662 14.261880 -0.142 0.861 0.166 0.227
H 0.658675 10.148404 17.995047 -0.596 0.135 0.151 0.164
H 1.529933 10.036455 16.484464 -0.048 0.397 -0.796 0.462
H 2.396561 10.338254 18.000454 -0.173 -0.218 -0.244 0.531
H 1.073002 7.877395 19.787174 -0.008 0.049 -0.015 -0.174
H 2.632509 8.790895 19.654215 -0.540 -0.387 -0.231 0.456
H 2.587309 7.069808 19.354752 -0.176 -0.170 0.138 0.457
H 3.105922 7.980111 15.957379 -0.142 0.146 -0.637 0.154
H 3.481204 6.968151 17.330207 0.107 -0.407 -0.128 0.459
H 3.809729 8.643584 17.424800 0.703 0.423 -0.101 0.639
H 1.665436 5.175026 14.618333 -0.173 -0.293 0.894 0.288
H 2.251045 3.941231 15.747729 0.492 -0.576 -0.139 0.562
H 2.966519 5.586323 15.647669 -0.051 -0.282 0.497 0.278
H -0.767408 4.698953 15.875275 -0.254 0.188 -0.014 0.195
H -0.779929 4.356293 17.568875 0.292 -0.095 0.223 -0.310
H 0.140156 3.391992 16.362720 0.556 -0.942 0.310 0.614
H 2.900598 5.428054 18.105188 -1.217 -0.690 -0.084 0.014
H 2.034361 3.815292 18.146302 -0.177 1.139 -0.413 0.518
H 1.286901 5.233023 18.876967 -0.195 0.143 1.063 0.024
Cl -7.173104 5.560596 15.886872 -0.811 -0.394 0.212 -0.240
C -5.466344 5.869835 15.725410 1.537 0.090 -1.313 -0.521
C -4.535857 5.500975 16.913782 -2.731 0.081 0.595 0.117
O -4.965813 4.677363 17.743802 0.471 -0.140 -0.465 -0.577
O -3.549635 6.240769 16.957712 1.773 0.376 0.433 -0.637
H -5.098334 5.384617 14.790778 -0.298 0.108 0.691 0.274
H -5.347321 6.935164 15.544047 -0.027 0.021 0.127 0.269
```
Forces are in eV/Å.